Density functional theory data (ωB97M-V with the def2-TZVPD basis set) for a structure of composition C39H102N9O38P5 in a non-equilibrium geometry.

The LUMO energy comes out at -0.036 Ha. Its net charge is 0. The calculation puts the electronic energy at -179739.39444 eV. For the highest occupied orbital energy, the calculation gives -10.05 eV. As for the multiplicity: 1. The calculation puts the HOMO-LUMO gap at 0.3330 Ha.

XYZ file:
```
193
Properties=species:S:1:pos:R:3:mulliken_charge:R:1
C -7.58387 5.05832 1.57985 -1.118
C -7.25007 3.56638 1.83776 -0.347
O -7.36543 2.79948 0.59968 -0.038
P -6.68289 1.38925 0.54431 0.630
O -7.06822 0.60149 1.80113 -0.801
O -5.15203 1.82349 0.26667 0.078
C -4.17063 0.93862 -0.29683 -0.110
C -2.88962 1.42592 0.02545 -1.062
O -7.13739 0.81714 -0.85880 -0.313
C -8.48756 0.67784 -1.11378 -0.456
C -9.26532 1.97805 -1.70103 -0.872
H -7.11041 5.52653 2.44283 0.373
H -7.02794 5.47649 0.74072 0.227
H -8.59255 5.38760 1.33037 0.319
H -6.29307 3.56974 2.35953 0.282
H -7.89443 3.06557 2.56032 0.361
H -4.51747 -0.03952 0.03641 0.448
H -4.20422 1.04155 -1.38144 0.146
H -2.02850 0.91958 -0.41067 0.104
H -2.68338 2.48606 -0.12175 0.345
H -2.65977 1.23590 1.07387 0.320
H -8.51711 -0.12351 -1.85207 0.361
H -9.07139 0.26539 -0.29091 0.355
H -9.02601 2.24951 -2.72920 0.285
H -10.32538 1.81510 -1.89546 0.396
H -9.14814 2.82594 -1.02616 0.145
C -1.70174 -2.17251 7.57481 -1.192
C -0.73117 -3.01533 6.80001 -0.209
O 0.24638 -2.24306 6.11849 0.001
P 1.80110 -2.38328 6.60229 0.627
O 2.24872 -3.77427 6.83617 -0.812
O 2.59342 -1.42767 5.50326 -0.331
C 2.10483 -0.00466 5.47297 -0.242
C 2.88475 0.81963 4.42032 -0.984
O 1.79522 -1.46923 7.90769 -0.091
C 2.85366 -1.48877 8.91753 -0.373
C 2.55857 -0.34615 9.87070 -1.120
H -2.09788 -2.79711 8.37547 0.355
H -1.17582 -1.25497 7.83867 0.268
H -2.54763 -1.89662 6.94516 0.329
H -0.19288 -3.58840 7.55497 0.370
H -1.34786 -3.66085 6.17465 0.226
H 1.08104 -0.17224 5.13850 0.292
H 2.14128 0.54653 6.41263 0.375
H 3.92755 0.61273 4.66084 0.391
H 2.58057 0.48286 3.42927 0.125
H 2.77331 1.90164 4.35008 0.339
H 3.06177 -2.45724 9.37234 0.421
H 3.82159 -1.25390 8.47474 0.294
H 3.42326 -0.45196 10.52584 0.389
H 2.56801 0.63910 9.40456 0.267
H 1.57085 -0.46380 10.31642 0.283
C 2.44198 -5.19915 -3.49558 -0.994
C 3.15359 -3.95807 -2.95921 0.329
O 4.05976 -3.45046 -3.82573 -0.466
P 4.44472 -1.96934 -3.46071 0.011
O 3.32902 -0.99765 -3.38353 0.323
O 5.42874 -2.22552 -2.12078 -0.124
C 6.34641 -3.32356 -2.03966 -0.141
C 7.29989 -3.12371 -0.79276 -1.210
O 5.51584 -1.45674 -4.52988 -0.320
C 5.36722 -1.66169 -5.93239 -0.297
C 4.62565 -0.47849 -6.56971 -0.704
H 1.51951 -4.84683 -3.95711 0.291
H 3.08555 -5.79347 -4.14419 0.411
H 2.19256 -5.87891 -2.68083 -0.071
H 2.34384 -3.24607 -2.79966 -0.113
H 3.54035 -4.04305 -1.94368 0.350
H 5.74973 -4.22718 -1.91502 0.191
H 6.87776 -3.55300 -2.96332 0.335
H 8.22597 -3.57580 -1.14782 0.373
H 7.46339 -2.04617 -0.77597 0.298
H 7.08736 -3.56299 0.18190 0.299
H 6.32299 -1.89622 -6.40097 0.351
H 4.80616 -2.58824 -6.05417 0.269
H 5.18414 0.41063 -6.27702 0.262
H 4.41721 -0.60435 -7.63216 0.414
H 3.82104 -0.29021 -5.85890 -0.026
C 0.75259 5.38821 -5.27497 -1.010
C -0.69439 5.64371 -5.71654 -0.392
O -1.51129 5.34512 -4.59806 0.099
P -2.91703 6.06995 -4.30895 0.324
O -3.47651 6.81116 -5.42609 -0.766
O -3.82500 4.88008 -3.67526 -0.005
C -5.20389 5.06988 -3.33848 -0.601
C -5.46665 4.28123 -2.00906 -0.665
O -2.57454 7.03973 -3.09376 -0.321
C -1.61927 6.63799 -2.09438 0.187
C -0.82038 7.89851 -1.71751 -1.182
H 0.95431 6.02593 -4.41430 0.174
H 0.88922 4.33625 -5.02438 0.173
H 1.53579 5.81372 -5.90238 0.503
H -0.71748 6.71404 -5.92134 0.307
H -1.14053 5.18457 -6.59873 0.345
H -5.45395 6.12974 -3.29089 0.402
H -5.84150 4.66914 -4.12649 0.292
H -4.96908 4.72352 -1.14599 0.273
H -6.51310 4.53967 -1.84707 0.311
H -5.25911 3.21188 -1.96988 0.097
H -2.18250 6.32923 -1.21373 0.270
H -0.86509 5.90013 -2.36801 0.249
H -1.47563 8.76391 -1.61849 0.386
H -0.52819 7.93218 -0.66794 0.152
H -0.01309 8.13645 -2.41017 0.309
C 2.48910 -6.14040 0.11014 -0.616
C 1.76449 -7.40364 -0.28628 -0.577
O 0.34660 -7.01295 -0.44326 0.198
P -0.71131 -8.05964 0.07066 0.519
O -0.49001 -9.43261 -0.49605 -0.786
O -2.05468 -7.33918 -0.39852 0.132
C -3.35063 -8.00358 -0.03612 -0.156
C -3.61952 -9.13016 -0.97702 -1.360
O -0.68827 -7.97221 1.69489 -0.353
C -1.29233 -6.90990 2.37096 -0.164
C -0.16869 -6.03757 2.95857 -0.450
H 2.35342 -5.88936 1.16212 0.316
H 3.57696 -6.15199 0.04286 0.461
H 2.06428 -5.38437 -0.55021 -0.285
H 2.12110 -7.81286 -1.23152 0.317
H 1.97119 -8.03115 0.58067 0.419
H -3.53193 -8.53967 0.89546 0.216
H -4.15570 -7.32874 -0.32688 0.304
H -4.66269 -9.37472 -1.17723 0.415
H -3.36625 -8.89949 -2.01179 0.320
H -3.17049 -10.08001 -0.68677 0.341
H -1.98094 -6.33509 1.75168 0.288
H -1.84973 -7.50242 3.09645 0.268
H 0.46666 -6.68077 3.56744 0.375
H 0.48048 -5.52572 2.24816 -0.352
H -0.48156 -5.29432 3.69191 0.220
C -1.75267 -5.07952 -2.11122 -0.670
N -1.92402 -3.94199 -3.09864 0.859
O -2.79740 -4.17528 -3.92176 -0.571
O -1.19710 -2.96355 -3.04493 -0.365
H -1.03655 -4.86056 -1.31918 0.114
H -1.48148 -5.88705 -2.79125 0.329
H -2.75350 -5.28582 -1.73188 0.256
C 0.45088 -2.21093 2.29789 -0.654
N 1.05882 -2.61067 1.01640 0.965
O 0.30311 -3.04067 0.15822 -0.415
O 2.24574 -2.45567 0.90120 -0.475
H 0.81522 -1.21003 2.52931 -0.054
H 0.64908 -3.06812 2.94134 0.349
H -0.57260 -1.91102 2.07287 0.262
C 1.16917 -0.14765 -1.50808 -0.749
N 1.41776 0.76285 -0.26685 1.067
O 0.90603 1.83916 -0.26572 -0.467
O 2.31422 0.43803 0.56916 -0.560
H 1.92551 -0.91397 -1.33843 -0.090
H 1.16969 0.48669 -2.39448 0.430
H 0.17089 -0.53931 -1.31277 0.333
C -0.39695 -0.68765 -5.12726 -0.617
N -1.86074 -0.52249 -4.92479 0.926
O -2.56818 -0.77270 -5.93325 -0.575
O -2.26858 0.00343 -3.89736 -0.421
H -0.13697 -1.03711 -6.12646 0.326
H -0.01109 -1.39371 -4.39194 0.110
H 0.04234 0.30911 -5.16721 0.268
C 2.64430 5.00302 -0.23063 -0.656
N 3.50851 4.40485 -1.31004 0.966
O 4.33197 3.50619 -1.04576 -0.477
O 3.27906 4.87161 -2.42955 -0.515
H 3.25422 5.06221 0.67080 0.123
H 1.83035 4.30953 -0.01930 0.293
H 2.31692 6.03187 -0.38030 0.275
C 1.54585 7.57632 2.33168 -0.865
N 0.49470 6.57037 2.51887 0.788
O 0.11396 5.95051 1.54259 -0.297
O -0.05279 6.45003 3.64567 -0.516
H 2.00592 7.60771 1.34403 0.259
H 2.33428 7.45330 3.07421 0.337
H 1.15405 8.58389 2.47103 0.315
C 4.31344 1.74008 -3.51142 -0.192
N 3.59837 2.28984 -4.75014 0.989
O 2.35916 2.25706 -4.78551 -0.483
O 4.23912 2.73421 -5.71643 -0.579
H 4.93545 0.90242 -3.82691 0.014
H 3.63109 1.49522 -2.69746 -0.064
H 5.02721 2.45918 -3.10950 0.343
C -0.00038 3.40604 4.64321 -0.672
N -1.07927 3.18335 3.60142 0.895
O -2.16585 3.73844 3.75000 -0.527
O -0.98199 2.13061 2.96617 -0.396
H -0.29312 4.05166 5.47122 0.285
H 0.83396 3.84867 4.09910 0.194
H 0.09961 2.41108 5.07697 0.217
C 5.19409 2.63552 1.88965 0.089
N 6.69156 2.50530 2.12481 0.901
O 7.04207 1.44397 2.60259 -0.547
O 7.48701 3.40055 1.80450 -0.562
H 4.83465 3.66069 1.97875 0.196
H 4.66387 1.97999 2.58048 -0.221
H 5.06628 2.14537 0.92450 0.161
```